Run one
C3H17NO4 | ωB97M-V/def2-TZVPD

Computed properties:
2S+1 = 1
frontier orbital gap = 8.509 eV
E_LUMO = 0.239 eV
HOMO = -8.27 eV

```
25
C3H17NO4 ωB97M-V/def2-TZVPD
C 0.4175 -0.9975 -3.0419
C 1.3032 0.0607 -2.2119
N 2.2955 -0.7418 -1.4804
C 1.9991 -1.5411 -0.2026
H -0.4725 -0.4583 -3.4415
H -0.1590 -1.7088 -2.4438
H 1.0220 -1.3909 -3.9459
H 0.8316 0.9980 -1.6970
H 2.0649 0.6055 -3.0193
H 2.9935 -0.1440 -1.3113
H 2.9500 -1.5733 0.4406
H 1.1996 -0.9924 0.5565
H 1.7578 -2.6452 -0.4241
O -1.8328 2.7305 0.7988
H -2.7458 2.8527 1.2039
H -1.5763 3.5574 0.4542
O 1.1380 -3.5782 4.0476
H 0.5103 -4.2145 3.8830
H 1.8549 -3.6301 3.5122
O -1.4167 0.2000 -0.1507
H -1.6071 1.1397 -0.1383
H -1.4154 -0.1091 0.7641
O -3.8368 3.6536 2.2886
H -3.7333 3.3385 3.2080
H -3.5421 4.5886 2.3512
```


Run two
C3H17NO4 | ωB97M-V/def2-TZVPD

Computed properties:
2S+1 = 1
frontier orbital gap = 9.602 eV
E_LUMO = 0.329 eV
HOMO = -9.27 eV

```
25
C3H17NO4 ωB97M-V/def2-TZVPD
C -1.3077 0.2709 -0.9742
C 0.1170 0.6219 -1.2957
C 0.3912 1.1727 -2.6834
N 0.3880 0.2039 -3.7761
H -1.4161 -0.1216 0.0311
H -1.7240 -0.4803 -1.6554
H -2.0226 1.1067 -1.0135
H 0.4249 1.4082 -0.5999
H 0.8028 -0.1954 -1.1151
H 1.3771 1.6112 -2.6475
H -0.3540 1.9351 -2.8965
H -0.5022 -0.2731 -3.8089
H 1.0502 -0.5332 -3.5526
O 2.8064 -1.7878 1.6464
H 1.9270 -1.8886 2.0473
H 3.3100 -1.1952 2.2159
O 0.0085 -2.1364 1.7303
H -0.1198 -2.1999 0.7731
H -0.7631 -1.6304 2.0359
O 0.3250 1.5384 2.3430
H 0.5939 1.8037 3.2296
H 0.8227 0.7344 2.1525
O -1.7933 -0.2401 2.7264
H -2.7041 -0.4309 2.4734
H -1.6380 0.7058 2.6139
```


The calculated energies rank the structures as follows, beginning with the most stable: run two, run one.


Run one
C3H17NO4 | ωB97M-V/def2-TZVPD

Computed properties:
2S+1 = 1
frontier orbital gap = 9.622 eV
E_LUMO = 0.490 eV
HOMO = -9.13 eV

```
25
C3H17NO4 ωB97M-V/def2-TZVPD
C 1.4696 2.3905 0.8219
C 0.8992 1.1505 0.0497
C 1.1366 -0.1652 0.7339
N -0.5012 1.2686 -0.2779
H 0.7883 3.2247 0.9609
H 1.9045 2.0449 1.7602
H 2.1426 2.8908 0.0703
H 1.4505 1.2516 -0.7840
H 1.7127 -0.9405 0.0720
H 1.5656 -0.0634 1.7963
H 0.3161 -0.8224 1.0221
H -0.5473 2.1724 -0.8558
H -1.1663 1.3314 0.5224
O -2.3254 0.1738 2.5087
H -2.0037 0.1157 3.4404
H -1.8891 -0.3482 2.0125
O 0.1147 -1.9907 -1.3735
H 0.9306 -1.9686 -1.6606
H -0.3652 -1.1997 -1.2594
O 1.4219 -0.1483 -2.7529
H 1.3777 -0.6156 -3.6408
H 0.6736 0.4753 -2.7986
O -1.8564 -1.9900 0.5286
H -2.2376 -2.8637 0.2895
H -1.0152 -2.1775 0.0773
```


Run two
C3H17NO4 | ωB97M-V/def2-TZVPD

Computed properties:
2S+1 = 1
frontier orbital gap = 8.834 eV
E_LUMO = 0.052 eV
HOMO = -8.78 eV

```
25
C3H17NO4 ωB97M-V/def2-TZVPD
C 1.5770 -1.6306 -1.9638
C 0.9671 -0.5459 -1.0888
N 0.6293 0.7031 -1.8097
C 1.7354 1.5915 -2.1431
H 2.6645 -1.6680 -1.8099
H 1.3292 -1.5015 -3.0152
H 1.1205 -2.6014 -1.7540
H 1.7021 -0.3031 -0.2820
H -0.0425 -0.8391 -0.7837
H -0.0930 1.1832 -1.2932
H 1.9671 1.4257 -3.2218
H 1.4101 2.6113 -1.9593
H 2.7330 1.3215 -1.7957
O -2.9717 -1.9056 -0.6434
H -3.0636 -0.9862 -0.3678
H -2.4191 -2.2280 0.0853
O -0.3013 2.3855 1.4637
H -0.2282 2.5393 0.5148
H -1.0036 2.9675 1.8012
O 0.8013 -0.2360 2.6734
H 0.6604 0.5761 2.1725
H 1.7250 -0.4692 2.5595
O -1.9639 -0.6212 2.4798
H -1.0822 -0.8465 2.8271
H -1.8870 0.3386 2.5260
```


The calculated energies rank the structures as follows, beginning with the most stable: run two, run one.


Run one
ClH3NPS | ωB97M-V/def2-TZVPD

Computed properties:
2S+1 = 1
frontier orbital gap = 8.195 eV
E_LUMO = -1.274 eV
HOMO = -9.47 eV

```
7
ClH3NPS ωB97M-V/def2-TZVPD
N -0.6968 -1.2861 -1.2281
S -0.5504 -0.0082 -0.5758
P 0.1917 -0.2075 1.5283
Cl 0.7233 1.5988 -1.3902
H -1.6852 0.8337 -0.5581
H 0.6581 -1.4114 1.0061
H 1.3594 0.4807 1.2178
```


Run two
ClH3NPS | ωB97M-V/def2-TZVPD

Computed properties:
2S+1 = 1
frontier orbital gap = 6.718 eV
E_LUMO = -1.353 eV
HOMO = -8.07 eV

```
7
ClH3NPS ωB97M-V/def2-TZVPD
N 0.7900 -0.6702 0.5757
P -0.5467 -1.2446 1.3370
S 0.1116 0.7577 -0.9093
Cl 0.3960 2.1845 -2.2174
H 1.4237 -1.2888 1.0583
H -1.2557 -0.8732 0.2785
H -0.9190 1.1346 -0.1228
```


Run three
ClH3NPS | ωB97M-V/def2-TZVPD

Computed properties:
2S+1 = 1
frontier orbital gap = 8.346 eV
E_LUMO = 0.388 eV
HOMO = -7.96 eV

```
7
ClH3NPS ωB97M-V/def2-TZVPD
S 0.5338 -1.6176 -0.3045
N 0.5043 0.1493 -0.0133
P -1.0304 1.1176 -0.2929
Cl -2.3284 -0.3133 0.0738
H 1.8917 -1.4553 -0.2570
H 1.4042 0.4815 -0.2897
H -0.9751 1.6378 1.0837
```


The calculated energies rank the structures as follows, beginning with the most stable: run three, run two, run one.


Run one
C4H5FN2S | ωB97M-V/def2-TZVPD

Computed properties:
2S+1 = 1
frontier orbital gap = 8.382 eV
E_LUMO = 0.136 eV
HOMO = -8.25 eV

```
13
C4H5FN2S ωB97M-V/def2-TZVPD
C -1.9930 -0.3974 0.0064
N -0.6539 0.1788 0.0536
C 0.4390 -0.6613 0.0214
C 1.5780 0.2725 0.0336
S 3.1072 -0.3193 0.1107
C 0.8592 1.4988 0.0945
F 1.4317 2.7102 -0.0510
N -0.4424 1.4456 0.1763
H -2.7553 -0.4683 1.0536
H -2.6879 0.5286 -0.5589
H -1.7255 -1.4890 -0.5543
H 0.2020 -1.6537 0.2340
H 2.6409 -1.6455 -0.6199
```


Run two
C4H5FN2S | ωB97M-V/def2-TZVPD

Computed properties:
2S+1 = 1
frontier orbital gap = 9.587 eV
E_LUMO = 0.665 eV
HOMO = -8.92 eV

```
13
C4H5FN2S ωB97M-V/def2-TZVPD
C 1.7029 0.0805 -1.4149
N 0.5906 -0.2108 -0.4998
C -0.8001 -0.0248 -0.4350
C -1.2129 -0.0198 0.8377
S -2.7148 0.1750 1.8533
C -0.0228 -0.2427 1.4981
F 0.0008 -0.7300 2.7701
N 0.9985 -0.4693 0.7245
H 2.4461 0.8519 -1.0281
H 2.3507 -0.9270 -1.3623
H 1.2440 0.3376 -2.3872
H -1.4232 0.1556 -1.3896
H -3.1599 1.0238 0.8331
```


Run three
C4H5FN2S | ωB97M-V/def2-TZVPD

Computed properties:
2S+1 = 1
frontier orbital gap = 8.826 eV
E_LUMO = 0.512 eV
HOMO = -8.31 eV

```
13
C4H5FN2S ωB97M-V/def2-TZVPD
C -0.6859 -0.7308 2.0610
C -0.2331 -0.1008 0.6621
N 0.3562 -0.8664 -0.4258
C 0.5231 -0.2268 -1.4917
S 0.8751 -1.1587 -2.9552
N 0.1459 1.0989 -1.1757
C -0.3614 1.2195 0.0447
F -0.5616 2.3632 0.6199
H -1.5486 -1.4575 2.0033
H -1.0025 -0.0088 2.7552
H 0.0933 -1.4049 2.4258
H 2.3031 -0.7305 -2.7037
H 0.0963 2.0036 -1.8200
```


The calculated energies rank the structures as follows, beginning with the most stable: run two, run three, run one.


Run one
C21H24N2O2S | ωB97M-V/def2-TZVPD

Computed properties:
2S+1 = 1
frontier orbital gap = 8.046 eV
E_LUMO = 0.534 eV
HOMO = -7.51 eV

```
50
C21H24N2O2S ωB97M-V/def2-TZVPD
C 1.5272 -1.4719 -1.6411
O 0.3096 -1.3063 -0.9589
C -0.8045 -0.9615 -1.6707
C -0.8343 -0.8294 -3.0535
C -2.0091 -0.4736 -3.6959
C -3.1615 -0.2408 -2.9699
C -3.1331 -0.3672 -1.5908
C -1.9722 -0.7258 -0.9280
C -1.9523 -0.8309 0.5675
C -2.7277 -2.0259 1.1375
C -3.0470 -1.5873 2.5764
C -2.6826 -0.0950 2.6115
N -2.6358 0.2869 1.2125
C -2.1161 1.6168 0.9325
C -0.6710 1.6427 0.5578
N 0.3182 1.1530 1.3650
C 1.4119 1.2336 0.6601
C 2.7098 0.7990 1.0584
C 3.0795 0.2342 2.2485
C 4.4463 -0.0982 2.2898
C 5.1170 0.2063 1.1435
C 6.5556 0.0001 0.8318
S 4.0576 0.9231 -0.0302
O 1.2177 1.7644 -0.5665
C -0.1147 2.0170 -0.6359
C -0.6753 2.6129 -1.8736
H 2.2602 -1.7178 -0.8735
H 1.4760 -2.2912 -2.3658
H 1.8348 -0.5517 -2.1491
H 0.0535 -0.9998 -3.6422
H -2.0134 -0.3761 -4.7717
H -4.0749 0.0403 -3.4723
H -4.0175 -0.1747 -1.0030
H -0.9066 -0.9024 0.9070
H -3.6436 -2.1720 0.5654
H -2.1415 -2.9415 1.0946
H -2.4614 -2.1461 3.3049
H -4.1015 -1.7379 2.8024
H -3.4302 0.5076 3.1325
H -1.7067 0.0498 3.1012
H -2.2855 2.2408 1.8139
H -2.6855 2.0405 0.0965
H 2.3816 0.0725 3.0482
H 4.9205 -0.5504 3.1429
H 7.0535 -0.4763 1.6728
H 7.0450 0.9519 0.6269
H 6.6727 -0.6293 -0.0499
H -0.8971 3.6704 -1.7274
H -1.5936 2.1004 -2.1530
H 0.0479 2.5172 -2.6793
```


Run two
C21H24N2O2S | ωB97M-V/def2-TZVPD

Computed properties:
2S+1 = 1
frontier orbital gap = 8.917 eV
E_LUMO = 0.472 eV
HOMO = -8.44 eV

```
50
C21H24N2O2S ωB97M-V/def2-TZVPD
O -1.2566 -3.2065 -0.0039
C -0.6121 -2.1868 0.1591
N -1.1360 -1.0027 0.5119
C -2.5528 -0.8043 0.6794
C -3.1374 0.0321 -0.4695
C -4.6041 0.2611 -0.2535
C -5.5292 -0.7032 -0.6346
C -6.8800 -0.5134 -0.4062
C -7.3246 0.6442 0.2099
C -6.4106 1.6089 0.5969
C -5.0596 1.4163 0.3680
C 0.8779 -2.1744 -0.0522
C 1.3610 -2.6798 -1.2545
C 2.7184 -2.7362 -1.5101
C 3.6196 -2.3329 -0.5381
C 3.1547 -1.8622 0.6753
C 1.7915 -1.7516 0.9083
S 1.2479 -1.0799 2.4731
C 1.9687 0.6096 2.3224
C 1.8130 1.0868 0.8959
O 0.7090 1.1712 0.3733
N 2.9221 1.3854 0.2068
C 4.2975 1.4485 0.6663
C 5.1033 1.6438 -0.6172
C 4.1493 2.4460 -1.4980
C 2.8032 1.8073 -1.1836
H -0.5496 -0.1726 0.5259
H -3.0213 -1.7910 0.7041
H -2.7348 -0.2979 1.6329
H -2.9724 -0.5029 -1.4069
H -2.6044 0.9842 -0.5151
H -5.1848 -1.6075 -1.1152
H -7.5888 -1.2702 -0.7097
H -8.3795 0.7940 0.3873
H -6.7514 2.5144 1.0782
H -4.3495 2.1731 0.6707
H 0.6480 -3.0264 -1.9873
H 3.0752 -3.1121 -2.4574
H 4.6830 -2.4036 -0.7156
H 3.8487 -1.5937 1.4584
H 2.9957 0.6021 2.6765
H 1.3558 1.2237 2.9816
H 4.5918 0.5368 1.1875
H 4.4293 2.3020 1.3430
H 5.3061 0.6759 -1.0766
H 6.0473 2.1525 -0.4357
H 4.1509 3.4942 -1.1970
H 4.3975 2.3845 -2.5546
H 2.6173 0.9271 -1.8092
H 1.9557 2.4865 -1.2913
```


The calculated energies rank the structures as follows, beginning with the most stable: run two, run one.